1.
The following is a DFT calculation (ωB97M-V/def2-TZVPD) of a 2-piece molecular cluster, C2H9NO2 overall.

Its LUMO energy is 0.868 eV. As for the multiplicity: 1. For the gap between HOMO and LUMO, the calculation gives 10.111 eV. As for the SMILES: NCO.CO.

XYZ file:
```
14
Properties=species:S:1:pos:R:3:lowdin_charge:R:1
H 2.63 0.97 -2.21 0.065
H -1.88 0.42 1.92 0.072
C 0.82 0.30 -2.78 -0.354
H 0.20 1.00 -3.34 0.114
N 0.07 -0.57 -1.97 0.026
H 0.52 -0.88 -1.13 0.074
O -1.44 -0.42 2.10 -0.128
H -0.86 -0.28 -1.74 0.067
H 0.03 0.22 3.43 0.073
H -1.65 0.01 4.12 0.075
C -0.90 -0.34 3.41 -0.169
H 1.43 -0.23 -3.49 0.097
O 1.71 1.17 -2.03 -0.089
H -0.69 -1.37 3.72 0.077
```


2.
The following is a DFT calculation (ωB97M-V/def2-TZVPD) of a 6-piece molecular cluster, C18H42N6O6 overall.

Its LUMO energy is 0.011 eV. As for the multiplicity: 1. For the gap between HOMO and LUMO, the calculation gives 8.989 eV. As for the SMILES: CNC(C)=O.CNC(C)=O.CNC(C)=O.CNC(C)=O.CNC(C)=O.CNC(C)=O.

XYZ file:
```
72
Properties=species:S:1:pos:R:3:lowdin_charge:R:1
H 20.38 0.17 -32.36 0.066
O 24.95 -4.01 -32.25 0.035
H 25.07 0.53 -31.87 0.059
H 24.53 -3.19 -28.68 0.059
H 21.57 2.38 -33.16 0.062
H 23.56 -1.78 -28.50 0.062
H 24.01 -0.82 -30.42 0.074
H 23.88 1.59 -29.75 0.068
C 22.45 2.38 -33.81 -0.003
H 18.23 -1.39 -32.99 0.086
C 26.31 -5.15 -30.69 -0.004
H 20.39 0.97 -34.30 0.065
H 21.65 -1.77 -32.97 0.092
C 19.74 0.86 -29.95 0.011
H 23.32 2.18 -33.19 0.070
N 24.17 3.61 -29.29 0.013
H 26.36 -6.23 -30.81 0.082
H 19.47 0.64 -28.92 0.088
C 25.55 -1.45 -29.30 -0.583
N 17.05 0.04 -33.91 0.029
C 25.82 -0.04 -31.32 -0.049
H 25.70 5.68 -28.87 0.069
O 21.65 -0.49 -29.55 0.001
H 26.61 0.58 -30.91 0.084
C 20.87 -0.03 -30.40 -0.532
H 19.65 0.21 -36.39 0.084
H 24.88 -2.12 -27.34 0.089
C 17.83 1.08 -33.65 -0.503
H 20.74 -1.09 -35.73 0.086
C 23.31 2.51 -29.64 -0.064
C 17.22 2.46 -33.75 0.020
C 24.59 -2.14 -28.39 0.006
C 22.55 -4.80 -31.08 -0.071
H 22.54 2.35 -28.89 0.087
H 27.17 -4.75 -31.23 0.086
N 25.01 -0.75 -30.31 0.023
H 26.42 -4.88 -29.64 0.078
H 26.23 -0.73 -32.06 0.086
H 20.15 1.88 -29.94 0.081
H 17.77 3.14 -33.11 0.090
H 22.44 -5.04 -32.13 0.085
N 23.88 -5.04 -30.53 0.010
C 22.07 -1.12 -32.20 -0.063
H 24.25 6.43 -28.40 0.080
N 21.03 -0.26 -31.72 0.040
N 21.08 0.80 -35.03 -0.005
H 24.98 3.69 -29.88 0.139
H 22.85 2.61 -30.63 0.070
C 20.65 -0.05 -36.05 -0.095
H 22.93 -0.61 -32.64 0.081
H 22.21 -3.76 -31.05 0.056
C 17.50 -1.33 -33.79 -0.045
O 23.24 1.10 -35.64 0.038
H 22.46 3.43 -34.11 0.088
O 18.99 0.92 -33.22 -0.046
C 24.99 -4.67 -31.22 -0.568
C 24.05 4.32 -28.18 -0.571
H 22.54 -1.74 -31.43 0.051
C 24.90 5.59 -28.14 -0.011
H 16.13 0.24 -34.25 0.147
O 23.43 4.00 -27.18 0.043
H 23.99 -5.57 -29.68 0.133
H 25.28 5.80 -27.14 0.080
H 16.70 -1.94 -33.36 0.089
H 21.27 0.00 -36.95 0.091
H 17.19 2.79 -34.79 0.091
H 17.86 -1.75 -34.72 0.090
C 22.29 1.38 -34.91 -0.554
H 18.88 0.86 -30.62 0.063
O 26.75 -1.51 -29.08 0.038
H 16.20 2.51 -33.36 0.084
H 21.81 -5.42 -30.59 0.082
```


3.
The following is a DFT calculation (ωB97M-V/def2-TZVPD) of Cd2N7O21 as an isolated structure.

Its LUMO energy is 4.469 eV. As for the multiplicity: 1. The charge is -3. For the gap between HOMO and LUMO, the calculation gives 2.041 eV.

XYZ file:
```
30
Properties=species:S:1:pos:R:3:lowdin_charge:R:1
O -1.45 6.87 9.94 -0.084
N -8.40 0.09 10.33 -0.426
Cd -4.05 4.53 8.63 1.526
N -7.72 3.39 8.47 -0.593
O -4.12 6.76 9.13 -0.103
O -1.98 0.48 13.09 -0.151
Cd -7.25 4.53 10.89 1.525
O -4.58 4.94 6.61 -0.164
O -9.65 5.73 13.77 0.047
O -4.61 4.17 10.79 -0.322
N -3.36 4.15 11.38 -0.479
N -8.83 5.20 13.10 -0.566
O -6.80 3.07 9.38 -0.262
O -3.23 3.21 6.75 -0.034
O -7.62 5.08 13.43 -0.078
O -5.96 5.75 9.21 -0.281
O -0.63 7.40 9.27 -0.089
O -7.41 3.15 7.31 -0.004
N -3.73 4.10 6.09 -0.596
O -5.92 8.01 9.27 0.057
O -7.68 -0.74 9.72 -0.226
O -2.44 3.35 10.85 -0.096
O -8.41 1.32 10.50 -0.217
O -3.63 4.22 4.86 -0.006
N -5.34 6.94 9.23 -0.519
N -2.82 0.96 12.42 -0.502
O -8.85 3.74 8.80 -0.052
O -3.21 5.05 12.18 0.015
O -9.12 4.74 11.85 -0.221
O -3.89 0.63 12.07 -0.099
```


Electronic energy
In order: -286.79349, -1491.11384, -2297.80179
Unit: hartree
Molar mass
In order: 79.1, 438.6, 658.9
Unit: Da